# 1
This record from the OMol25 dataset describes 5 unconnected molecules or ions with the total composition C10H30O5S5. The level of theory is ωB97M-V with the def2-TZVPD basis set.

Output
LUMO level: 0.3 eV
HOMO energy: -8.596 eV

ORCA input file:
```
! wB97M-V def2-TZVPD RIJCOSX def2/J DEFGRID3
* xyz 0 1
C 1.7597 -4.6485 2.0851
S 1.8367 -5.8547 0.6798
O 2.1229 -7.2943 1.2283
C -0.0188 -5.8105 0.3747
H 1.0987 -4.9678 2.8908
H 1.8322 -3.6930 1.5656
H 2.6883 -4.6745 2.6553
H -0.5204 -6.1820 1.2683
H -0.3210 -6.4686 -0.4400
H -0.2557 -4.8330 -0.0453
C -5.8941 -2.9843 4.7662
S -4.1638 -3.5332 4.2308
O -3.7981 -4.6983 5.1797
C -4.5237 -4.1999 2.4672
H -6.5100 -3.8561 4.9865
H -6.2298 -2.4012 3.9086
H -5.8030 -2.1615 5.4753
H -5.6055 -4.2342 2.3381
H -4.2043 -5.2386 2.5515
H -4.0169 -3.6358 1.6842
C 0.9113 1.5609 0.8950
S -0.7722 0.8193 0.8243
O -0.6727 -0.5481 0.1282
C -0.9863 0.2740 2.5926
H 1.6396 0.7870 1.1373
H 0.9218 2.2558 1.7347
H 1.0904 1.9995 -0.0866
H -0.3021 0.8634 3.2029
H -0.7209 -0.7815 2.6528
H -2.0162 0.4178 2.9195
C 2.0104 1.6184 -5.4103
S 0.6900 0.5853 -6.1644
O 0.5746 1.0206 -7.5847
C 1.3790 -1.1384 -6.0829
H 3.0151 1.5299 -5.8235
H 2.0555 1.5742 -4.3221
H 1.8674 2.6892 -5.5556
H 0.7054 -1.8718 -6.5262
H 1.5735 -1.6050 -5.1172
H 2.3537 -0.9825 -6.5451
C 1.8923 7.7460 0.5715
S 3.0292 7.1148 -0.6883
O 2.0961 6.1942 -1.4955
C 3.2652 8.6243 -1.7841
H 2.4657 8.3121 1.3055
H 1.3642 6.9745 1.1319
H 1.1978 8.5216 0.2486
H 2.2897 8.8566 -2.2111
H 3.8921 8.5944 -2.6752
H 3.7173 9.3634 -1.1227
*
```

# 2
This record from the OMol25 dataset describes a molecular structure, C10H12F6MgN4O6S2. The level of theory is ωB97M-V with the def2-TZVPD basis set.

Output
LUMO level (alpha / beta): -2.4 / -7.6 eV
HOMO energy (alpha / beta): -13.552 / -12.171 eV

ORCA input file:
```
! wB97M-V def2-TZVPD RIJCOSX def2/J DEFGRID3
* xyz 1 2
Mg 0.2258 0.2672 -0.7632
C 0.0425 -1.9553 3.5400
F 0.7676 -2.4465 4.4875
F -0.5676 -3.0414 2.9303
F -0.7666 -0.9961 3.8983
S 1.2654 -1.0176 2.2976
O 0.4117 -0.7536 1.0687
O 1.7727 0.2054 2.8878
O 2.3613 -1.8797 1.9286
C -0.2571 -3.8219 -1.5506
F -0.9333 -3.4520 -0.4876
F 0.3197 -4.9850 -1.3411
F -1.0893 -3.8260 -2.6509
S 1.2750 -2.6273 -1.7140
O 2.0769 -2.9489 -0.4907
O 1.9721 -3.0010 -2.9802
O 0.7200 -1.2745 -1.5926
C -0.5193 3.7807 2.3214
C -0.3281 2.7720 1.2940
N -0.1896 1.9855 0.4822
H -0.4815 4.7736 1.8733
H 0.2129 3.7418 3.1280
H -1.4438 3.6508 2.8838
C -1.4473 2.6615 -4.1336
C -0.7151 1.9442 -3.1313
N -0.1343 1.2888 -2.4429
H -2.1812 2.0812 -4.6930
H -0.6921 2.8724 -4.8908
H -1.9473 3.5678 -3.7922
C 3.9880 2.0051 0.9834
C 2.9582 1.4057 0.0460
N 2.2012 0.9727 -0.6515
H 4.9354 2.2052 0.4829
H 4.2780 1.2562 1.7204
H 3.4548 2.8286 1.4585
C -3.9973 -1.6270 -0.3095
C -2.7404 -0.8594 -0.5005
N -1.7813 -0.2559 -0.6956
H -4.8915 -1.0359 -0.1121
H -3.9692 -2.3666 0.4907
H -4.1659 -2.0950 -1.2794
*
```

# 3
This record from the OMol25 dataset describes a molecular structure, C40H40Br2N7O9SbZr. The level of theory is ωB97M-V with the def2-TZVPD basis set.

Output
LUMO level: -5.5 eV
HOMO energy: -12.958 eV

ORCA input file:
```
! wB97M-V def2-TZVPD RIJCOSX def2/J DEFGRID3
* xyz 2 1
Zr 0.1163 -0.2380 -0.7785
N 1.5289 -1.5926 -2.1674
C 0.9736 -2.8311 -2.7866
C -0.0006 -2.5140 -3.9044
C -1.2865 -1.8594 -3.4406
N -1.0392 -0.5086 -2.8690
H 2.0743 -1.0923 -2.8717
H 2.2173 -1.8889 -1.4791
H 0.4770 -3.3972 -1.9982
H 1.7955 -3.4350 -3.1731
H -0.2586 -3.4501 -4.4016
H 0.4883 -1.8961 -4.6673
H -1.7626 -2.4545 -2.6618
H -1.9799 -1.7752 -4.2781
H -1.9454 -0.0762 -2.7008
H -0.5963 0.0794 -3.5747
C -1.2365 3.4346 2.5050
O -0.4969 2.5104 1.6769
C -0.3776 1.2475 2.0109
O 0.2750 0.5039 1.2445
N -0.9210 0.7998 3.1399
N -0.8275 -0.5577 3.4563
H -1.1783 4.3866 1.9896
H -0.7687 3.5248 3.4850
H -2.2787 3.1227 2.5840
H -1.4526 1.4243 3.7285
H -1.7462 -0.9859 3.4219
H -0.4318 -0.6655 4.3819
C 3.7395 -1.3987 0.7110
C 2.5692 -2.1313 1.2917
C 2.8083 -2.9555 2.4138
C 1.7930 -3.6578 2.9890
C 0.5004 -3.5790 2.4299
C -0.6464 -4.2562 2.9245
Br -0.5084 -5.3472 4.4571
C -1.8566 -4.1290 2.3077
C -1.9883 -3.3214 1.1601
Br -3.6545 -3.1575 0.3106
C -0.9076 -2.6511 0.6556
O -0.9640 -1.8564 -0.4191
C 0.3485 -2.7578 1.3009
N 1.3645 -2.0110 0.7562
H 4.6285 -2.0284 0.7399
H 3.9588 -0.5019 1.2931
H 3.5828 -1.0985 -0.3228
H 3.8153 -3.0200 2.8027
H 1.9690 -4.2851 3.8522
H -2.7234 -4.6531 2.6855
O -0.4010 1.7776 -1.5276
C -1.5544 1.7932 -0.9786
O -1.9182 0.7489 -0.3668
C -2.4151 2.9888 -1.0595
C -2.0438 4.0664 -1.8583
C -2.8854 5.1603 -1.9037
C -4.0535 5.2382 -1.1688
C -4.3758 4.1520 -0.3781
C -3.5913 3.0203 -0.3194
N -5.6040 4.2059 0.4494
O -6.3295 5.1573 0.2944
O -5.7900 3.2761 1.2071
N -2.5264 6.3032 -2.7751
O -3.1713 7.3156 -2.6480
O -1.5916 6.1387 -3.5304
H -1.1263 4.0551 -2.4335
H -4.6883 6.1120 -1.2110
H -3.8915 2.1808 0.2918
C 6.1341 -0.5594 -4.0142
C 4.9407 -0.1107 -4.5636
C 3.9905 0.4954 -3.7528
C 4.2272 0.6635 -2.3883
C 5.4264 0.2098 -1.8452
C 6.3758 -0.3974 -2.6575
Sb 2.7140 1.5130 -1.1612
C 3.8299 2.2540 0.4691
C 4.9876 2.9894 0.2188
C 5.7142 3.5212 1.2745
C 5.2868 3.3264 2.5814
C 4.1313 2.6008 2.8348
C 3.4020 2.0669 1.7805
C 2.2430 3.3188 -2.1632
C 2.4039 4.5379 -1.5153
C 2.0777 5.7222 -2.1678
C 1.5945 5.6932 -3.4661
C 1.4259 4.4758 -4.1149
C 1.7407 3.2943 -3.4628
H 6.8781 -1.0267 -4.6450
H 4.7554 -0.2187 -5.6242
H 3.0801 0.8728 -4.2101
H 5.6360 0.3374 -0.7894
H 7.3094 -0.7374 -2.2291
H 5.3263 3.1550 -0.7978
H 6.6128 4.0900 1.0761
H 5.8547 3.7424 3.4027
H 3.8002 2.4495 3.8541
H 2.5035 1.4949 1.9838
H 2.7920 4.5803 -0.5048
H 2.2124 6.6680 -1.6594
H 1.3412 6.6136 -3.9739
H 1.0435 4.4513 -5.1270
H 1.5914 2.3545 -3.9849
*
```

# 4
This record from the OMol25 dataset describes 2 unconnected molecules or ions with the total composition C3H11N2O2. The level of theory is ωB97M-V with the def2-TZVPD basis set.

Output
LUMO level: -3.5 eV
HOMO energy: -13.621 eV

ORCA input file:
```
! wB97M-V def2-TZVPD RIJCOSX def2/J DEFGRID3
* xyz 1 1
C -0.2201 -0.9362 -0.0703
C -1.1606 0.2120 -0.0081
C -1.4241 0.5708 1.4349
N -1.3025 1.8616 1.9018
O -1.6203 -0.3503 2.1637
N 0.4792 -1.1026 -1.3169
H -0.9498 -1.8156 0.1151
H 0.5156 -0.7137 0.8176
H -0.6599 1.0710 -0.5790
H -2.0759 -0.1085 -0.5458
H -1.1576 2.6182 1.2407
H -1.6944 2.1762 2.6484
H 1.4313 -1.5617 -1.2458
H 0.6683 -0.2221 -1.7721
H 0.0486 -1.7329 -2.0415
H 2.7723 0.2559 -0.1740
H 3.6234 -0.0831 -1.5206
O 2.7266 -0.1392 -1.0481
*
```

# 5
This record from the OMol25 dataset describes a molecular structure, C40H43F5N3O3SiV. The level of theory is ωB97M-V with the def2-TZVPD basis set.

Output
LUMO level (alpha / beta): -3.5 / -3.5 eV
HOMO energy (alpha / beta): -10.805 / -10.835 eV

ORCA input file:
```
! wB97M-V def2-TZVPD RIJCOSX def2/J DEFGRID3
* xyz 1 2
V -0.9529 0.1245 0.1590
C 0.5175 3.3421 1.2426
C -0.6501 3.0988 2.1999
C -0.2127 2.1947 3.3192
C 0.4043 2.7575 4.4280
C 0.8194 1.9679 5.4845
C 0.6423 0.5995 5.4216
C 0.0305 -0.0079 4.3314
C -0.1039 -1.5120 4.3707
C -1.1535 -1.9958 5.3817
C -0.4003 0.8045 3.2602
N -1.0831 0.1914 2.1827
C -2.1126 -0.5450 2.5110
C -2.5709 -1.4944 1.5924
C -3.4663 -2.5757 1.6145
C -3.2966 -3.2420 0.4076
C -2.3222 -2.5508 -0.3108
N -1.8785 -1.5152 0.4047
H 0.2225 4.0068 0.4333
H 0.8468 2.3867 0.8279
H 1.3477 3.7958 1.7789
H -1.4867 2.6486 1.6606
H -0.9903 4.0530 2.6072
H 0.5361 3.8284 4.4759
H 1.2697 2.4092 6.3600
H 0.9728 -0.0218 6.2412
H 0.8659 -1.9126 4.6798
H -0.3283 -1.9193 3.3802
H -0.8619 -1.7257 6.3931
H -1.2410 -3.0776 5.3291
H -2.1366 -1.5734 5.1875
H -2.5478 -0.4577 3.5036
H -4.1229 -2.8468 2.4167
H -3.8090 -4.1285 0.0929
H -1.9343 -2.7778 -1.2879
C -1.4848 -2.0125 -4.2354
N -1.1818 -0.6048 -4.3781
C -0.8634 -0.1555 -5.7114
C -1.1182 0.1698 -3.3049
O -1.2905 -0.2367 -2.1567
H -2.0286 -2.3516 -5.1143
H -2.1081 -2.1486 -3.3534
H -0.5696 -2.5973 -4.1225
H -1.6861 -0.3948 -6.3890
H 0.0364 -0.6650 -6.0642
H -0.6910 0.9185 -5.7250
H -0.9223 1.2292 -3.5257
C 4.7572 -0.7069 -0.1195
C 3.3862 -0.5695 0.5387
C 3.3031 0.7581 1.2937
C 3.1831 -1.7074 1.5416
Si 1.9973 -0.6512 -0.8054
O 0.5678 -0.3532 -0.0439
C 1.8791 -2.3942 -1.5404
C 0.9050 -3.2636 -1.0533
C 0.7736 -4.5459 -1.5564
C 1.6382 -4.9976 -2.5406
C 2.6391 -4.1604 -3.0070
C 2.7533 -2.8711 -2.5149
C 2.0999 0.7399 -2.0972
C 1.2186 1.8162 -2.0281
C 1.3084 2.8819 -2.9073
C 2.2828 2.8774 -3.8932
C 3.1551 1.8046 -3.9928
C 3.0660 0.7500 -3.1005
H 5.5453 -0.6761 0.6311
H 4.9314 0.1025 -0.8241
H 4.8354 -1.6532 -0.6490
H 4.0730 0.7999 2.0632
H 2.3337 0.8527 1.7849
H 3.4472 1.6009 0.6204
H 3.9183 -1.6322 2.3417
H 3.2993 -2.6770 1.0639
H 2.1902 -1.6538 1.9880
H 0.2544 -2.9247 -0.2573
H 0.0031 -5.2020 -1.1765
H 1.5401 -5.9993 -2.9344
H 3.3337 -4.5185 -3.7535
H 3.5446 -2.2399 -2.8900
H 0.4350 1.8131 -1.2703
H 0.6207 3.7123 -2.8221
H 2.3620 3.7070 -4.5799
H 3.9157 1.7948 -4.7609
H 3.7640 -0.0687 -3.1837
F -6.1033 4.9389 -0.2528
C -5.1714 3.9938 -0.1988
C -5.3599 2.8673 0.6025
F -6.4621 2.7492 1.3329
C -4.3878 1.8814 0.6520
F -4.5490 0.8023 1.4321
C -3.1904 1.9835 -0.0771
O -2.2582 1.0938 0.0167
C -3.0277 3.1312 -0.8705
F -1.8675 3.2244 -1.5488
C -3.9969 4.1202 -0.9435
F -3.7936 5.1857 -1.7136
*
```

# 6
This record from the OMol25 dataset describes a single C27H34N2O3 molecule. The level of theory is ωB97M-V with the def2-TZVPD basis set.

Output
SMILES: COc1ccccc1/C=C/CN1CCC(Oc2ccc(C(=O)N3CCCCC3)cc2)CC1
LUMO level: 0.7 eV
HOMO energy: -8.198 eV

ORCA input file:
```
! wB97M-V def2-TZVPD RIJCOSX def2/J DEFGRID3
* xyz 0 1
C -5.5030 -1.0251 2.9495
O -5.5179 -0.5798 1.6158
C -6.2866 -1.2381 0.7030
C -7.0906 -2.3230 1.0330
C -7.8429 -2.9739 0.0703
C -7.7963 -2.5529 -1.2449
C -6.9978 -1.4772 -1.5804
C -6.2367 -0.7897 -0.6350
C -5.4370 0.3321 -1.1048
C -4.8058 1.2607 -0.3899
C -4.0351 2.3877 -1.0001
N -2.7312 2.5187 -0.3691
C -2.0387 3.7222 -0.7840
C -0.7590 3.8995 0.0261
H -1.0048 3.9830 1.0847
H -0.2401 4.8078 -0.2820
C 0.1528 2.6894 -0.1647
C -0.6285 1.4320 0.2228
C -1.9079 1.3479 -0.6011
H -2.4823 0.4668 -0.3063
H -1.6499 1.2451 -1.6738
H -0.8833 1.4992 1.2812
H -0.0254 0.5354 0.0706
O 1.2901 2.8859 0.6590
C 2.4303 2.1837 0.4380
C 2.6301 1.2468 -0.5716
C 3.8512 0.6056 -0.6904
C 4.8915 0.8766 0.1868
C 4.6978 1.8288 1.1828
C 3.4835 2.4656 1.3129
H 3.3202 3.2014 2.0843
H 5.5088 2.0647 1.8551
C 6.2371 0.2447 0.0092
O 7.1972 0.8964 -0.3631
N 6.3241 -1.0768 0.2851
C 5.2611 -1.9112 0.7889
H 4.3727 -1.3059 0.9718
C 4.9607 -3.0384 -0.2016
C 6.2311 -3.8401 -0.4748
C 7.3358 -2.9070 -0.9655
C 7.5626 -1.7877 0.0494
H 8.2917 -1.0632 -0.3174
H 7.9211 -2.2092 0.9966
H 8.2646 -3.4595 -1.1123
H 7.0458 -2.4669 -1.9215
H 6.0339 -4.6147 -1.2182
H 6.5537 -4.3325 0.4459
H 4.1808 -3.6833 0.2060
H 4.5938 -2.6076 -1.1350
H 5.5855 -2.3486 1.7430
H 3.9942 -0.1103 -1.4872
H 1.8497 1.0081 -1.2769
H 0.4587 2.6351 -1.2203
H -2.6982 4.5765 -0.6116
H -1.7901 3.6955 -1.8629
H -4.5775 3.3233 -0.8196
H -3.9512 2.2499 -2.0944
H -4.8206 1.2563 0.6865
H -5.3933 0.4072 -2.1869
H -6.9602 -1.1460 -2.6084
H -8.3752 -3.0582 -2.0029
H -8.4604 -3.8123 0.3564
H -7.1397 -2.6740 2.0517
H -5.1460 -2.0571 3.0286
H -4.8084 -0.3656 3.4683
H -6.4907 -0.9439 3.4151
*
```

# 7
This record from the OMol25 dataset describes 4 unconnected molecules or ions with the total composition C2H13NO3. The level of theory is ωB97M-V with the def2-TZVPD basis set.

Output
SMILES: CCN.O.O.O
LUMO level: 0.2 eV
HOMO energy: -9.879 eV

ORCA input file:
```
! wB97M-V def2-TZVPD RIJCOSX def2/J DEFGRID3
* xyz 0 1
C -2.5513 0.1257 1.2017
C -1.4831 0.4948 0.1408
N -0.1904 0.7935 0.8254
H -2.9042 0.8914 1.8940
H -3.5129 -0.3120 0.7990
H -2.1355 -0.6966 1.7475
H -1.3426 -0.3024 -0.5274
H -1.6684 1.3385 -0.5549
H -0.2736 1.6521 1.3346
H 0.0838 0.1239 1.4460
H 3.3058 0.4504 0.4624
H 2.8788 0.9334 -0.9159
O 3.4716 1.1280 -0.1978
H 2.8710 -1.2706 -0.0935
H 1.5491 -0.5845 0.2441
O 2.3715 -0.9539 0.6266
H 0.5363 -0.9367 -2.4552
H -0.9744 -1.1677 -3.1826
O -0.0315 -1.7072 -2.7948
*
```

# 8
This record from the OMol25 dataset describes a single C4H6N2 molecule. The level of theory is ωB97M-V with the def2-TZVPD basis set.

Output
LUMO level (alpha / beta): 0.2 / -0.1 eV
HOMO energy (alpha / beta): -7.622 / -6.685 eV

ORCA input file:
```
! wB97M-V def2-TZVPD RIJCOSX def2/J DEFGRID3
* xyz 0 1
C 0.1989 1.3540 -1.1594
N 0.2116 0.1362 -0.5065
C 0.0850 0.3327 0.9274
C -0.3867 -1.0017 1.3712
N -0.2838 -1.8594 0.3973
C 0.1024 -1.1654 -0.7316
H -0.3639 1.3513 0.9247
H 0.7684 1.4698 -2.0650
H -0.8149 1.7534 -1.1331
H 1.0865 0.5330 1.3320
H -0.7174 -1.2954 2.3606
H 0.1139 -1.6086 -1.7175
*
```

Repeat the fourth record exactly.
This record from the OMol25 dataset describes 2 unconnected molecules or ions with the total composition C3H11N2O2. The level of theory is ωB97M-V with the def2-TZVPD basis set.

Output
LUMO level: -3.5 eV
HOMO energy: -13.621 eV

ORCA input file:
```
! wB97M-V def2-TZVPD RIJCOSX def2/J DEFGRID3
* xyz 1 1
C -0.2201 -0.9362 -0.0703
C -1.1606 0.2120 -0.0081
C -1.4241 0.5708 1.4349
N -1.3025 1.8616 1.9018
O -1.6203 -0.3503 2.1637
N 0.4792 -1.1026 -1.3169
H -0.9498 -1.8156 0.1151
H 0.5156 -0.7137 0.8176
H -0.6599 1.0710 -0.5790
H -2.0759 -0.1085 -0.5458
H -1.1576 2.6182 1.2407
H -1.6944 2.1762 2.6484
H 1.4313 -1.5617 -1.2458
H 0.6683 -0.2221 -1.7721
H 0.0486 -1.7329 -2.0415
H 2.7723 0.2559 -0.1740
H 3.6234 -0.0831 -1.5206
O 2.7266 -0.1392 -1.0481
*
```